No. 1
2 unconnected molecules or ions with the total composition C29H47Br2ClN2O7S in a non-equilibrium geometry. Source: the OMol25 dataset; level of theory: wB97M-V/def2-TZVPD.

Element x y z (Å)
C1 0.86064 -3.48745 3.74641
C2 0.52785 -2.12513 2.91481
C3 0.75412 -2.44740 1.32695
C4 1.77433 -1.35943 0.66963
C5 1.27654 -0.78163 -0.77406
N1 0.58588 0.57416 -0.57738
C6 -0.36018 0.56030 0.62127
O1 -1.47423 1.48702 0.42755
C7 -2.63042 0.75908 -0.01518
C8 -2.69459 -0.03960 -1.37009
C9 -3.93435 -0.86660 -1.82047
C10 -3.86013 -1.67776 -3.19936
C11 -5.20818 -0.94625 -0.94094
C12 -5.20061 -0.13233 0.38870
C13 -3.94570 0.70556 0.84554
C14 -4.10604 1.49390 2.24326
C15 -5.30829 2.57791 2.05741
C16 -4.37960 0.43862 3.42452
C17 1.57298 1.68865 -0.58092
C18 1.03722 3.16223 -0.31245
C19 2.09973 4.33988 -0.69794
C20 3.58121 4.07809 -0.13296
C21 4.03066 5.30542 0.83982
O2 3.40015 5.23367 2.14719
C22 4.03725 4.18523 2.92227
C23 2.18947 1.70248 -2.09950
N2 2.14188 0.40911 -2.80185
S1 0.84145 0.18564 -3.89426
C24 2.40622 -0.78576 -1.89767
C25 3.92451 -0.45865 -1.33823
C26 4.83029 -1.77665 -1.19403
O3 5.84435 -1.96575 -1.93078
C27 2.63237 -2.00172 -2.86293
Br1 3.77159 -1.61556 -4.49327
C28 2.24774 -3.35467 -2.80284
C29 1.44767 -3.88972 -1.54994
Br2 2.71762 -4.69038 -4.22108
H1 -0.02955 -4.19555 3.82067
H2 1.18680 -3.17922 4.81010
H3 1.78542 -4.01990 3.29703
H4 -0.52325 -1.74266 3.14230
H5 1.31298 -1.36003 3.29002
H6 -0.24361 -2.50890 0.75373
H7 1.19716 -3.50229 1.29821
H8 2.75977 -1.95948 0.57654
H9 2.03342 -0.50437 1.40589
H10 0.40551 -1.44007 -1.16247
H11 -0.08780 0.77538 -1.35664
H12 0.17487 0.70979 1.61483
H13 -0.89220 -0.46656 0.53928
H14 -1.79208 -0.07283 -2.09121
H15 -2.76024 -2.02702 -3.30000
H16 -4.10509 -0.95263 -4.04534
H17 -4.52483 -2.61803 -3.18667
H18 -6.06486 -1.59537 -1.31116
H19 -6.16305 -0.18454 1.01554
H20 -3.12671 2.09416 2.37562
H21 -5.74988 2.87013 3.08297
H22 -4.92405 3.51658 1.50016
H23 -6.17625 2.17384 1.43628
H24 -5.35907 -0.10383 3.16219
H25 -4.48418 1.05493 4.39483
H26 -3.48846 -0.28509 3.45661
H27 2.36564 1.45321 0.21244
H28 -0.00945 3.38670 -0.75286
H29 0.89425 3.27046 0.83389
H30 1.70411 5.27672 -0.14531
H31 2.06692 4.51488 -1.82488
H32 4.30978 4.13765 -1.03099
H33 3.72764 3.08607 0.41022
H34 5.16479 5.36309 0.97251
H35 3.70399 6.29862 0.35476
H36 5.07004 3.87923 2.53413
H37 4.17808 4.54670 4.00448
H38 3.35241 3.26865 2.93572
H39 1.57404 2.48279 -2.66568
H40 3.25905 2.12455 -2.03315
H41 1.30416 0.17642 -5.22717
H42 3.91091 0.04543 -0.31368
H43 4.49714 0.22721 -2.07155
H44 4.58971 -2.63978 -0.45861
H45 2.11734 -3.74400 -0.62525
H46 1.36575 -5.03926 -1.66530
H47 0.38007 -3.52034 -1.41952
O4 -5.47778 -3.89258 -1.91771
Cl1 -5.46428 -4.71355 -0.72065
O5 -6.69828 -4.51728 0.00891
O6 -4.34261 -4.32786 0.11146
O7 -5.33559 -6.10464 -1.09272

Summary:
- HOMO (eV) = -7.941
- net charge = 0

---

No. 2
A molecular structure, C29H47IN2O11S4 in a non-equilibrium geometry. Source: the OMol25 dataset; level of theory: wB97M-V/def2-TZVPD.

Element x y z (Å)
C1 5.99569 -1.17575 0.84314
O1 4.76602 -0.73708 0.31589
C2 4.81280 -0.43164 -1.06847
C3 3.57115 0.39340 -1.45218
C4 2.64193 -0.27254 -2.48987
C5 1.15178 -0.21326 -2.09405
C6 0.22125 0.14052 -3.26379
C7 0.52015 1.54757 -3.84809
C8 -0.72651 2.37894 -4.18983
C9 -1.22910 3.29192 -3.04436
C10 -1.16780 2.69066 -1.66473
C11 -0.19998 2.86994 -0.71564
I1 1.41005 4.15299 -1.22614
C12 -0.21246 2.20330 0.58178
C13 0.93081 2.46535 1.54533
C14 0.76765 3.81229 2.27045
C15 1.52875 3.90896 3.61129
S1 3.22745 3.26466 3.59069
C16 -1.23790 1.36554 0.92787
C17 -1.36948 0.63865 2.24621
C18 -1.56172 -0.89517 2.16603
C19 -0.79447 -1.62006 1.05813
C20 -1.42313 -3.01133 0.78708
C21 -2.55108 -2.96601 -0.24171
O2 -3.83021 -2.81574 0.41689
C22 -4.85631 -3.48733 -0.16311
C23 -4.99354 -3.40382 -1.66898
O3 -5.64208 -4.09122 0.51307
C24 -2.29810 1.19217 -0.02304
N1 -3.38799 0.45804 0.18110
S2 -4.25885 0.58541 -1.18004
N2 -3.31705 1.54819 -2.04453
C25 -2.24834 1.83730 -1.29421
H1 6.84986 -0.77675 0.28677
H2 6.06944 -0.82945 1.87448
H3 6.07794 -2.26853 0.83780
H4 4.80933 -1.37003 -1.63753
H5 5.72575 0.12700 -1.29729
H6 3.92871 1.35243 -1.83269
H7 3.03073 0.61549 -0.52992
H8 2.91609 -1.31973 -2.62357
H9 2.78497 0.24840 -3.43835
H10 1.02998 0.51721 -1.29142
H11 0.83626 -1.18756 -1.71436
H12 -0.81169 0.11910 -2.91200
H13 0.40405 -0.60360 -4.04198
H14 1.17591 2.07356 -3.15510
H15 1.09219 1.40814 -4.76912
H16 -0.47908 3.03482 -5.02650
H17 -1.50868 1.69239 -4.51781
H18 -0.72062 4.25151 -3.08408
H19 -2.28497 3.49922 -3.23837
H20 0.98858 1.68981 2.30149
H21 1.85380 2.42973 0.96418
H22 -0.29879 3.97082 2.44987
H23 1.09156 4.64796 1.65211
H24 0.93329 3.40962 4.37019
H25 1.60327 4.96839 3.85059
H26 3.40929 3.00291 2.28895
H27 -2.26433 1.04550 2.72985
H28 -0.55401 0.88304 2.91805
H29 -1.19737 -1.29459 3.11699
H30 -2.62481 -1.12362 2.12818
H31 -0.80811 -1.07638 0.11278
H32 0.24069 -1.77385 1.36710
H33 -1.77909 -3.47447 1.70647
H34 -0.64285 -3.63557 0.34178
H35 -2.38115 -2.11746 -0.91109
H36 -2.56721 -3.85670 -0.86552
H37 -6.02667 -3.63040 -1.91414
H38 -4.77567 -2.39494 -2.02351
H39 -4.30691 -4.08829 -2.16290
C26 -0.07777 1.68417 8.73932
C27 -0.40487 3.08953 8.27622
O4 0.09609 3.13805 6.93290
S3 -0.05946 1.69942 6.24471
O5 -1.24504 1.67948 5.46581
O6 1.19251 1.32636 5.69771
O7 -0.32054 0.86620 7.58688
H40 0.97243 1.58715 9.02076
H41 -0.70985 1.35335 9.55871
H42 0.08098 3.85587 8.87312
H43 -1.48209 3.26638 8.25380
C28 -0.54802 -5.27093 -5.67132
C29 0.10829 -3.98832 -6.14070
O8 -0.28172 -3.01997 -5.15732
S4 -0.39670 -3.72080 -3.72252
O9 0.80201 -3.51157 -2.99553
O10 -1.66202 -3.39622 -3.17150
O11 -0.41423 -5.23343 -4.24328
H44 -1.61020 -5.29496 -5.92167
H45 -0.05954 -6.16107 -6.05759
H46 -0.23664 -3.67085 -7.12042
H47 1.19731 -4.06785 -6.14070

Summary:
- HOMO (eV) = -8.284
- net charge = 0

---

Number 1: HOMO-LUMO gap 7.17 eV. Number 2: HOMO-LUMO gap 8.03 eV.